Entry 1:
The following is a DFT calculation (ωB97M-V/def2-TZVPD) of C19H34N6O7Sc as an isolated structure in a non-equilibrium geometry.

Geometry as ORCA input:
```
! RIJCOSX wB97M-V def2-TZVPD def2/J DEFGRID3
* xyz 1 1
O 0.288 -1.250 -5.683
H 0.067 -0.962 -6.588
Sc 0.144 0.240 -2.523
N 1.488 -1.571 -2.819
N -0.804 -1.780 -1.773
N 0.563 2.387 -2.011
N -1.357 1.166 -0.956
O 2.722 -1.416 -3.005
O 1.573 2.960 -2.746
O -2.227 0.448 -0.212
O -1.880 -1.912 -1.036
C -0.296 -2.953 -2.246
C 0.955 -2.833 -2.888
C -0.179 3.169 -1.232
C -1.264 2.458 -0.601
C 1.671 -3.900 -3.623
H 1.603 -3.706 -4.704
H 1.225 -4.876 -3.421
H 2.728 -3.909 -3.333
C -1.049 -4.215 -2.029
H -2.022 -4.178 -2.539
H -1.238 -4.356 -0.957
H -0.489 -5.075 -2.407
C 0.059 4.621 -1.005
C -2.128 3.086 0.431
H 0.729 5.013 -1.774
H 0.500 4.802 -0.015
H -0.893 5.166 -1.038
H -2.799 2.340 0.861
H -2.725 3.901 0.006
H -1.513 3.519 1.229
H 1.647 2.202 -3.466
H -2.079 -0.543 -0.553
C -1.614 0.047 -3.866
H -1.317 -0.615 -4.688
H -1.866 1.034 -4.290
H -2.518 -0.376 -3.406
O 1.209 0.907 -4.140
H 0.963 -0.609 -5.348
H 0.838 1.341 -4.929
C -2.238 -1.249 5.242
C -0.781 -0.929 5.496
N -0.070 -0.310 4.365
C 0.098 1.155 4.444
C 1.065 1.562 5.545
C 0.090 -1.055 3.222
O -0.380 -2.187 3.111
C 0.921 -0.458 2.114
C 2.197 0.066 2.344
C 2.892 0.599 1.265
C 2.302 0.561 -0.006
N 1.117 -0.006 -0.234
C 0.456 -0.557 0.799
H -2.781 -0.364 4.892
H -2.692 -1.583 6.180
H -2.321 -2.051 4.504
H -0.674 -0.222 6.323
H -0.249 -1.858 5.743
H 0.432 1.534 3.471
H -0.893 1.594 4.652
H 2.031 1.060 5.421
H 1.235 2.642 5.491
H 0.668 1.320 6.536
H 2.623 0.048 3.349
H 3.880 1.043 1.362
H 2.811 0.974 -0.877
H -0.452 -1.105 0.568
*
```

Properties
E_LUMO (spin up / spin down) = -6.43 / -6.50 eV
maximum force = 4.26 eV Å⁻¹
total energy = -2359.9585 Eh
gap between HOMO and LUMO (spin up / spin down) = 4.89 / 4.71 eV


Entry 2:
The following is a DFT calculation (ωB97M-V/def2-TZVPD) of C19H35BF4N6NaO7SSbSi3 as an isolated structure in a non-equilibrium geometry.

Geometry as ORCA input:
```
! RIJCOSX wB97M-V def2-TZVPD def2/J DEFGRID3
* xyz -2 1
Na 0.721 -1.532 0.949
C 5.755 -1.055 1.129
C 5.415 -0.622 -0.225
N 5.576 -1.344 -1.274
N 4.956 -0.620 -2.261
C 4.261 0.469 -1.797
S 3.460 1.644 -2.736
N 4.647 0.483 -0.479
N 4.067 1.303 0.490
H 5.992 -2.169 0.998
H 4.916 -0.978 1.790
H 6.480 -0.457 1.670
H 4.774 -1.040 -3.173
H 3.321 0.859 1.002
H 3.694 2.141 0.071
O -0.905 -0.285 1.933
C -1.049 0.374 2.981
O -2.033 0.967 3.414
C 0.189 0.483 3.937
C -0.129 0.635 5.251
C 0.914 0.724 6.211
C 2.235 0.622 5.828
C 2.522 0.440 4.501
C 1.566 0.389 3.450
O 1.941 0.197 2.255
N 3.824 0.008 4.109
O 4.675 0.811 3.861
O 3.988 -1.195 4.035
N 0.598 0.892 7.605
O -0.511 0.577 7.977
O 1.500 1.352 8.328
H -1.134 0.654 5.550
H 2.991 0.750 6.574
F 2.319 -3.642 -2.204
B 2.085 -3.334 -0.780
F 2.590 -2.008 -0.609
F 2.836 -4.268 -0.050
F 0.764 -3.266 -0.346
C -3.936 -1.487 1.112
Si -3.826 -0.070 -0.107
C -4.026 1.445 0.996
C -5.304 -0.240 -1.271
Sb -1.453 -0.244 -1.339
Si -1.997 -1.567 -3.471
C -2.935 -3.136 -3.109
C -3.032 -0.580 -4.741
C -0.345 -1.840 -4.394
Si -1.199 2.163 -2.114
C -0.129 2.187 -3.723
C -2.719 3.213 -2.155
C -0.143 2.951 -0.763
H -4.879 -1.468 1.693
H -3.054 -1.332 1.836
H -3.843 -2.490 0.627
H -4.946 1.452 1.584
H -4.076 2.365 0.348
H -3.094 1.466 1.688
H -6.268 -0.435 -0.710
H -5.238 -1.088 -1.946
H -5.591 0.699 -1.767
H -3.793 -2.869 -2.583
H -2.278 -3.712 -2.459
H -3.105 -3.720 -4.044
H -2.439 0.115 -5.398
H -3.740 0.150 -4.284
H -3.577 -1.238 -5.375
H 0.131 -2.802 -4.178
H 0.278 -0.972 -4.238
H -0.574 -1.806 -5.473
H -0.596 1.553 -4.481
H 0.907 1.791 -3.601
H -0.189 3.168 -4.105
H -3.225 2.964 -3.054
H -2.395 4.230 -2.162
H -3.336 3.082 -1.259
H -0.527 2.621 0.178
H -0.084 4.026 -0.823
H 0.763 2.495 -0.901
*
```

Properties
E_LUMO = 3.86 eV
maximum force = 2.91 eV Å⁻¹
relative energy (zero: lowest compared OMol25 entry of this formula, charge and spin) = 0.0 kJ/mol
total energy = -3694.0634 Eh
gap between HOMO and LUMO = 6.97 eV


Entry 3:
The following is a DFT calculation (ωB97M-V/def2-TZVPD) of C19H35BaMnN4O as an isolated structure in a non-equilibrium geometry.

Geometry as ORCA input:
```
! RIJCOSX wB97M-V def2-TZVPD def2/J DEFGRID3
* xyz 3 6
Ba 5.296 11.001 -25.638
Mn 7.822 11.630 -21.925
C 3.415 10.968 -23.076
C 4.492 11.245 -22.104
C 4.574 10.341 -20.906
O 5.807 11.441 -22.618
H 3.172 11.756 -23.788
H 2.464 10.548 -22.746
H 3.733 10.093 -23.643
H 4.070 12.162 -21.691
H 5.004 9.366 -21.135
H 3.634 10.130 -20.396
H 5.278 10.665 -20.139
C 6.817 15.878 -23.891
C 5.443 16.472 -24.332
C 4.873 16.179 -25.709
C 4.544 14.784 -25.752
N 4.176 13.679 -25.771
H 7.527 16.254 -24.628
H 6.777 14.813 -24.117
H 7.162 16.078 -22.876
H 5.712 17.525 -24.402
H 4.722 16.074 -23.618
H 5.680 16.233 -26.440
H 4.014 16.779 -26.009
C 4.014 14.562 -18.387
C 4.663 14.348 -19.731
C 5.753 15.404 -20.048
C 5.506 16.830 -19.873
N 5.337 17.999 -19.765
H 4.813 14.771 -17.676
H 3.546 13.653 -18.010
H 3.214 15.301 -18.439
H 3.828 14.360 -20.432
H 5.204 13.402 -19.712
H 5.988 15.209 -21.095
H 6.706 15.258 -19.540
C 1.208 8.783 -25.351
C 0.733 7.418 -24.900
C 0.214 6.533 -26.072
C -1.153 6.867 -26.466
N -2.309 7.081 -26.641
H 0.237 9.269 -25.253
H 1.514 8.911 -26.389
H 2.006 9.255 -24.778
H -0.038 7.595 -24.150
H 1.564 6.927 -24.394
H 0.284 5.515 -25.690
H 0.987 6.625 -26.835
C 6.570 8.218 -16.064
C 5.974 8.345 -17.468
C 6.983 7.973 -18.586
C 7.093 6.474 -18.625
N 7.167 5.341 -18.651
H 5.812 8.517 -15.340
H 7.333 8.967 -15.849
H 6.952 7.270 -15.684
H 5.551 9.335 -17.635
H 5.148 7.634 -17.444
H 7.953 8.439 -18.408
H 6.608 8.315 -19.551
*
```

Properties
E_LUMO (spin up / spin down) = -13.74 / -13.80 eV
maximum force = 4.66 eV Å⁻¹
total energy = -2214.4932 Eh
gap between HOMO and LUMO (spin up / spin down) = 2.76 / 2.70 eV


Entry 4:
The following is a DFT calculation (ωB97M-V/def2-TZVPD) of a 3-piece molecular cluster, C19H35ClF6O4P overall.

Geometry as ORCA input:
```
! RIJCOSX wB97M-V def2-TZVPD def2/J DEFGRID3
* xyz 1 1
C 5.562 0.920 -2.791
C 6.057 0.040 -3.937
C 6.666 -1.287 -3.479
C 5.714 -2.468 -3.508
C 4.742 -2.542 -2.325
C 3.507 -3.394 -2.645
C 2.230 -2.771 -2.037
P 0.701 -3.328 -2.822
C 0.884 -3.663 -4.576
C -0.598 -2.093 -2.591
C -0.208 -0.734 -3.192
C -1.462 -0.027 -3.668
Cl -1.084 1.515 -4.425
H 6.392 1.198 -2.156
H 5.120 1.834 -3.172
H 4.815 0.387 -2.217
H 6.832 0.604 -4.445
H 5.269 -0.121 -4.665
H 7.136 -1.164 -2.508
H 7.470 -1.519 -4.170
H 6.304 -3.380 -3.502
H 5.145 -2.486 -4.433
H 5.246 -3.033 -1.501
H 4.441 -1.564 -1.971
H 3.607 -4.385 -2.220
H 3.387 -3.525 -3.716
H 2.179 -3.048 -0.991
H 2.257 -1.690 -2.125
H 0.303 -4.501 -2.176
H 1.377 -2.845 -5.083
H 1.389 -4.603 -4.744
H -0.122 -3.759 -4.976
H -0.747 -1.992 -1.522
H -1.489 -2.490 -3.064
H 0.496 -0.811 -4.015
H 0.234 -0.126 -2.411
H -2.101 0.151 -2.813
H -2.016 -0.660 -4.352
C -2.119 2.200 -0.337
C -1.895 2.474 1.132
O -2.731 1.620 1.940
C -2.292 0.385 2.129
O -1.298 -0.106 1.670
C -3.254 -0.365 3.066
F -4.535 -0.125 2.740
F -3.053 0.042 4.334
F -3.039 -1.684 3.000
H -3.173 2.309 -0.595
H -1.538 2.893 -0.944
H -1.818 1.181 -0.589
H -2.177 3.491 1.390
H -0.851 2.336 1.408
C -3.983 1.589 7.163
C -5.082 2.214 6.333
O -5.826 3.182 7.097
C -5.300 4.400 7.161
O -4.283 4.771 6.649
C -6.229 5.320 7.974
F -6.674 4.702 9.081
F -7.290 5.665 7.221
F -5.581 6.431 8.333
H -4.394 1.148 8.072
H -3.481 0.810 6.594
H -3.244 2.332 7.461
H -5.809 1.464 6.029
H -4.686 2.681 5.431
*
```

Properties
E_LUMO = -2.62 eV
maximum force = 0.74 eV Å⁻¹
total energy = -2446.4661 Eh
gap between HOMO and LUMO = 9.86 eV


Entry 5:
The following is a DFT calculation (ωB97M-V/def2-TZVPD) of C19H35NO2P2Ti as an isolated structure in a non-equilibrium geometry.

Geometry as ORCA input:
```
! RIJCOSX wB97M-V def2-TZVPD def2/J DEFGRID3
* xyz 2 1
P -1.284 1.823 -2.297
P 1.618 -0.294 -2.254
C 0.035 1.769 -3.624
C 0.804 0.435 -3.792
H 0.707 2.625 -3.457
H -0.570 1.949 -4.525
H 0.167 -0.340 -4.241
H 1.671 0.630 -4.435
C 2.945 0.897 -2.068
H 3.540 0.649 -1.187
H 2.546 1.904 -1.941
H 3.568 0.847 -2.973
C 2.454 -1.773 -2.918
H 3.192 -1.457 -3.651
H 1.734 -2.460 -3.360
H 2.952 -2.297 -2.100
C -2.145 3.415 -2.498
H -2.984 3.468 -1.786
H -2.527 3.464 -3.528
H -1.471 4.255 -2.295
C -2.465 0.669 -3.083
H -1.970 -0.302 -3.249
H -2.771 1.128 -4.038
H -3.321 0.532 -2.399
Ti -0.226 -0.307 2.508
C 0.854 -1.308 0.238
C 1.163 0.004 0.638
C 0.649 1.355 0.094
C -0.495 2.077 0.846
C -1.886 1.588 0.344
C -2.184 0.400 -0.243
C -1.307 -0.685 -0.856
C -0.542 -1.789 0.011
C -2.152 -0.811 2.961
H 1.637 -2.060 0.241
H 2.226 0.054 0.941
H 0.385 1.375 -1.011
H 1.517 2.040 0.091
H -0.329 2.031 1.976
H -0.418 3.178 0.618
H -2.720 2.202 0.702
H -3.261 0.139 -0.243
H -0.516 -0.285 -1.555
H -1.964 -1.305 -1.510
H -1.139 -2.176 0.884
H -0.445 -2.726 -0.621
H -2.350 -1.883 3.122
H -2.853 -0.473 2.182
H -2.472 -0.286 3.887
O 0.527 -4.070 3.534
C 0.794 -3.054 4.120
C 1.353 -2.823 5.522
C 1.445 -1.317 5.713
C 0.808 -0.782 4.506
O 0.467 0.423 4.200
N 0.512 -1.755 3.602
H 0.715 -3.318 6.268
H 2.342 -3.283 5.597
H 0.958 -0.942 6.621
H 2.481 -0.964 5.769
*
```

Properties
E_LUMO = -8.37 eV
maximum force = 2.28 eV Å⁻¹
relative energy (zero: lowest compared OMol25 entry of this formula, charge and spin) = 25.3 kJ/mol
total energy = -2481.6438 Eh
gap between HOMO and LUMO = 4.33 eV


Entry 6:
The following is a DFT calculation (ωB97M-V/def2-TZVPD) of C19H36AlBeF6LiNO16S as an isolated structure in a non-equilibrium geometry.

Geometry as ORCA input:
```
! RIJCOSX wB97M-V def2-TZVPD def2/J DEFGRID3
* xyz 1 1
C 4.294 2.644 -1.760
C 3.057 3.416 -2.403
C 3.309 3.352 -3.963
C 1.729 2.725 -1.966
C 0.515 3.698 -1.783
C -0.665 2.879 -1.142
C -1.601 2.144 -2.160
O -1.773 0.773 -1.684
C -0.802 0.045 -2.191
N -0.209 -0.864 -2.541
O -1.072 2.063 -3.512
S -1.077 3.578 -4.100
O -2.372 4.176 -4.080
O -0.588 3.620 -5.526
C 0.127 4.500 -3.067
H 5.186 3.293 -1.655
H 4.579 1.855 -2.505
H 4.017 2.110 -0.824
H 3.134 4.456 -2.022
H 3.621 2.338 -4.296
H 2.416 3.665 -4.554
H 4.160 4.039 -4.189
H 1.922 2.284 -0.953
H 1.448 1.851 -2.612
H 0.828 4.456 -1.027
H -0.190 2.089 -0.515
H -1.307 3.503 -0.469
H -2.637 2.551 -2.185
H -0.449 5.396 -2.723
H 0.986 4.863 -3.665
Be 0.256 2.202 -6.389
C -0.987 -3.224 -0.765
C -0.862 -4.497 0.023
C -1.489 -4.431 1.386
O -0.707 -5.366 2.128
C 0.518 -5.417 1.540
O 1.471 -5.944 2.009
O 0.510 -4.767 0.334
H -0.569 -3.361 -1.766
H -2.028 -2.911 -0.865
H -0.419 -2.418 -0.293
H -1.252 -5.339 -0.554
H -2.537 -4.728 1.374
H -1.404 -3.448 1.862
O 6.210 4.607 -3.707
H 6.710 3.882 -4.099
H 6.813 5.359 -3.751
F -0.796 -7.666 1.326
C 3.559 4.283 1.824
C 3.188 5.473 2.663
O 3.039 6.503 1.700
C 2.648 5.889 0.553
O 2.175 6.448 -0.383
O 2.859 4.546 0.607
F 4.189 5.807 3.508
H 4.631 4.230 1.622
H 3.238 3.342 2.267
H 2.257 5.358 3.224
F -3.405 -1.456 -0.046
Al -4.863 -0.588 -0.478
F -5.267 -0.945 -2.127
F -4.572 1.122 -0.316
F -6.158 -1.071 0.564
O 1.809 -1.567 -0.300
H 2.057 -2.514 -0.416
H 1.117 -1.291 -0.961
H 2.591 -0.982 -0.335
C -5.809 -6.739 6.668
O -4.790 -7.558 6.064
C -3.814 -6.847 5.423
O -3.772 -5.655 5.337
O -2.954 -7.713 4.919
C -1.860 -7.114 4.191
H -6.527 -7.407 7.146
H -5.381 -6.090 7.428
H -6.332 -6.148 5.910
H -1.269 -6.475 4.846
H -2.231 -6.554 3.339
H -1.225 -7.915 3.823
O -1.096 3.709 1.575
H -1.792 4.244 1.970
Li -6.195 -8.407 4.467
*
```

Properties
E_LUMO = -8.24 eV
maximum force = 3.90 eV Å⁻¹
total energy = -3265.8185 Eh
gap between HOMO and LUMO = 1.22 eV


Copy entry 2 word for word.
The following is a DFT calculation (ωB97M-V/def2-TZVPD) of C19H35BF4N6NaO7SSbSi3 as an isolated structure in a non-equilibrium geometry.

Geometry as ORCA input:
```
! RIJCOSX wB97M-V def2-TZVPD def2/J DEFGRID3
* xyz -2 1
Na 0.721 -1.532 0.949
C 5.755 -1.055 1.129
C 5.415 -0.622 -0.225
N 5.576 -1.344 -1.274
N 4.956 -0.620 -2.261
C 4.261 0.469 -1.797
S 3.460 1.644 -2.736
N 4.647 0.483 -0.479
N 4.067 1.303 0.490
H 5.992 -2.169 0.998
H 4.916 -0.978 1.790
H 6.480 -0.457 1.670
H 4.774 -1.040 -3.173
H 3.321 0.859 1.002
H 3.694 2.141 0.071
O -0.905 -0.285 1.933
C -1.049 0.374 2.981
O -2.033 0.967 3.414
C 0.189 0.483 3.937
C -0.129 0.635 5.251
C 0.914 0.724 6.211
C 2.235 0.622 5.828
C 2.522 0.440 4.501
C 1.566 0.389 3.450
O 1.941 0.197 2.255
N 3.824 0.008 4.109
O 4.675 0.811 3.861
O 3.988 -1.195 4.035
N 0.598 0.892 7.605
O -0.511 0.577 7.977
O 1.500 1.352 8.328
H -1.134 0.654 5.550
H 2.991 0.750 6.574
F 2.319 -3.642 -2.204
B 2.085 -3.334 -0.780
F 2.590 -2.008 -0.609
F 2.836 -4.268 -0.050
F 0.764 -3.266 -0.346
C -3.936 -1.487 1.112
Si -3.826 -0.070 -0.107
C -4.026 1.445 0.996
C -5.304 -0.240 -1.271
Sb -1.453 -0.244 -1.339
Si -1.997 -1.567 -3.471
C -2.935 -3.136 -3.109
C -3.032 -0.580 -4.741
C -0.345 -1.840 -4.394
Si -1.199 2.163 -2.114
C -0.129 2.187 -3.723
C -2.719 3.213 -2.155
C -0.143 2.951 -0.763
H -4.879 -1.468 1.693
H -3.054 -1.332 1.836
H -3.843 -2.490 0.627
H -4.946 1.452 1.584
H -4.076 2.365 0.348
H -3.094 1.466 1.688
H -6.268 -0.435 -0.710
H -5.238 -1.088 -1.946
H -5.591 0.699 -1.767
H -3.793 -2.869 -2.583
H -2.278 -3.712 -2.459
H -3.105 -3.720 -4.044
H -2.439 0.115 -5.398
H -3.740 0.150 -4.284
H -3.577 -1.238 -5.375
H 0.131 -2.802 -4.178
H 0.278 -0.972 -4.238
H -0.574 -1.806 -5.473
H -0.596 1.553 -4.481
H 0.907 1.791 -3.601
H -0.189 3.168 -4.105
H -3.225 2.964 -3.054
H -2.395 4.230 -2.162
H -3.336 3.082 -1.259
H -0.527 2.621 0.178
H -0.084 4.026 -0.823
H 0.763 2.495 -0.901
*
```

Properties
E_LUMO = 3.86 eV
maximum force = 2.91 eV Å⁻¹
relative energy (zero: lowest compared OMol25 entry of this formula, charge and spin) = 0.0 kJ/mol
total energy = -3694.0634 Eh
gap between HOMO and LUMO = 6.97 eV